No. 1
The following is a quantum chemistry calculation of C40H36AsBr2N3OS5Tl as an isolated structure, from OMol25.

Values from the calculation:
- total charge = -1
- E_HOMO (eV) = -3.7
- HOMO-LUMO gap (Eh) = 0.2078
- F_max (eV/Å) = 1.4
- ΔE to the lowest compared entry with this formula, charge and spin (kcal per mole) = 14.8

Geometry (Å):
1 Tl 0.802 0.724 -0.919
2 C 2.733 -0.184 3.065
3 C 3.948 -0.459 2.192
4 S 3.731 -0.428 0.370
5 C 3.757 -2.220 -0.029
6 C 2.549 -2.753 -0.772
7 S 0.957 -2.673 0.099
8 C 1.251 -3.668 1.610
9 C 1.800 -2.915 2.822
10 S 1.215 -1.183 2.890
11 H 2.361 0.823 2.868
12 H 3.036 -0.263 4.114
13 H 4.439 -1.396 2.449
14 H 4.664 0.343 2.380
15 H 3.911 -2.749 0.909
16 H 4.634 -2.356 -0.664
17 H 2.726 -3.799 -1.039
18 H 2.384 -2.173 -1.687
19 H 1.902 -4.500 1.341
20 H 0.258 -4.048 1.851
21 H 2.886 -2.887 2.845
22 H 1.440 -3.408 3.729
23 Br 6.718 4.963 -0.620
24 C 5.076 4.000 -0.789
25 C 4.943 3.042 -1.786
26 C 3.758 2.314 -1.801
27 N 2.797 2.475 -0.916
28 C 2.907 3.430 0.016
29 C 4.053 4.232 0.105
30 C 1.774 3.595 0.924
31 C 1.428 4.853 1.428
32 C 0.306 4.948 2.220
33 Br -0.191 6.640 2.933
34 C -0.440 3.821 2.523
35 C -0.004 2.621 1.984
36 N 1.059 2.498 1.212
37 H 5.727 2.846 -2.502
38 H 3.581 1.543 -2.543
39 H 4.140 4.977 0.882
40 H 1.995 5.734 1.173
41 H -1.327 3.874 3.134
42 H -0.553 1.707 2.185
43 O -1.681 4.248 -0.030
44 S -1.286 3.900 -1.433
45 N -0.493 2.671 -1.610
46 S 2.361 -0.477 -3.388
47 C 1.219 -0.058 -4.623
48 C 0.447 1.099 -4.497
49 C -0.447 1.455 -5.483
50 C -0.598 0.665 -6.613
51 C 0.154 -0.493 -6.738
52 C 1.056 -0.857 -5.759
53 H 0.554 1.718 -3.614
54 H -1.030 2.356 -5.358
55 H -1.288 0.952 -7.394
56 H 0.030 -1.132 -7.605
57 H 1.639 -1.763 -5.867
58 C -5.632 1.966 2.100
59 C -4.610 2.453 1.302
60 C -3.484 1.682 1.081
61 C -3.374 0.411 1.642
62 C -4.395 -0.062 2.455
63 C -5.516 0.717 2.684
64 As -1.716 -0.582 1.237
65 C -2.337 -1.366 -0.424
66 C -2.393 -0.743 -1.657
67 C -2.828 -1.453 -2.765
68 C -3.201 -2.782 -2.634
69 C -3.132 -3.417 -1.408
70 C -2.698 -2.715 -0.292
71 C -2.572 -3.250 1.059
72 C -2.806 -4.563 1.449
73 C -2.626 -4.933 2.771
74 C -2.229 -4.000 3.718
75 C -1.998 -2.688 3.338
76 C -2.164 -2.309 2.017
77 H -6.515 2.564 2.277
78 H -4.681 3.436 0.859
79 H -2.674 2.082 0.479
80 H -4.315 -1.040 2.918
81 H -6.306 0.347 3.323
82 H -2.094 0.296 -1.756
83 H -2.862 -0.972 -3.731
84 H -3.534 -3.335 -3.499
85 H -3.409 -4.457 -1.314
86 H -3.109 -5.305 0.721
87 H -2.783 -5.963 3.066
88 H -2.091 -4.301 4.749
89 H -1.681 -1.946 4.063

---

No. 2
The following is a quantum chemistry calculation of a 6-piece molecular cluster, C40H36BBr2F40IN2O8S overall, from OMol25.

Values from the calculation:
- E_HOMO (eV) = -8.5
- HOMO-LUMO gap (Eh) = 0.2449
- F_max (eV/Å) = 9.3

Geometry (Å):
1 C 2.385 3.657 1.543
2 C 1.015 4.514 1.874
3 C 0.821 4.685 3.527
4 Br 2.426 5.617 4.379
5 C -0.606 5.421 3.874
6 C -0.822 7.040 3.514
7 C 0.314 7.992 2.802
8 C -2.250 7.821 3.899
9 S -2.434 9.669 3.477
10 C -3.538 7.041 4.622
11 N -4.738 7.901 4.911
12 C -5.769 7.018 5.556
13 C -7.187 7.774 6.020
14 C -6.804 9.348 6.427
15 O -5.768 9.691 7.206
16 I -8.145 10.892 5.590
17 C -5.679 5.422 5.857
18 Br -7.208 4.394 6.716
19 N -4.446 4.632 5.531
20 C -3.343 5.453 4.925
21 C -1.915 4.657 4.580
22 B -1.868 3.021 4.953
23 O -1.235 2.064 3.983
24 O -2.409 2.434 6.195
25 C -1.614 2.794 7.379
26 H 2.217 2.976 0.578
27 H 2.707 3.012 2.486
28 H 3.290 4.384 1.275
29 H 0.042 3.971 1.446
30 H 1.083 5.537 1.312
31 H 0.899 3.568 3.940
32 H 0.637 8.857 3.521
33 H 1.248 7.424 2.386
34 H -0.193 8.517 1.857
35 H -1.373 10.409 4.026
36 H -7.612 7.293 6.999
37 H -7.920 7.769 5.109
38 H -0.451 1.684 4.510
39 H -1.068 1.796 7.741
40 H -0.862 3.677 7.222
41 H -2.398 3.032 8.247
42 F 1.511 -3.624 4.224
43 C 1.619 -2.297 4.468
44 F 2.457 -2.175 5.532
45 C 0.271 -1.655 4.770
46 F -0.284 -2.176 5.897
47 F 0.482 -0.328 5.040
48 C -0.750 -1.726 3.624
49 O -1.718 -2.774 3.715
50 C -1.307 -4.034 3.188
51 F -0.123 -3.889 2.547
52 F -2.217 -4.343 2.224
53 C -1.280 -5.139 4.250
54 F -0.410 -4.847 5.250
55 F -0.873 -6.322 3.717
56 H 2.104 -1.823 3.610
57 H -1.342 -0.805 3.679
58 H -0.277 -1.686 2.635
59 H -2.269 -5.283 4.695
60 F 3.810 -4.462 1.772
61 C 4.502 -4.566 2.930
62 F 4.616 -3.301 3.418
63 C 5.878 -5.187 2.726
64 F 6.655 -4.415 1.919
65 F 6.517 -5.216 3.937
66 C 5.864 -6.626 2.187
67 O 6.070 -6.768 0.780
68 C 4.899 -6.647 -0.025
69 F 3.807 -6.597 0.775
70 F 4.804 -7.816 -0.714
71 C 4.975 -5.470 -1.005
72 F 5.109 -4.287 -0.353
73 F 3.839 -5.376 -1.747
74 H 3.906 -5.143 3.643
75 H 6.725 -7.134 2.639
76 H 4.996 -7.198 2.538
77 H 5.823 -5.579 -1.686
78 F 5.050 -10.666 -6.298
79 C 4.807 -9.477 -5.698
80 F 5.338 -8.526 -6.513
81 C 5.424 -9.396 -4.307
82 F 6.780 -9.494 -4.360
83 F 5.162 -8.153 -3.796
84 C 4.883 -10.423 -3.300
85 O 5.681 -11.594 -3.112
86 C 5.446 -12.650 -4.041
87 F 4.365 -12.350 -4.799
88 F 5.089 -13.727 -3.291
89 C 6.686 -12.988 -4.877
90 F 7.096 -11.923 -5.613
91 F 6.424 -13.989 -5.760
92 H 3.726 -9.317 -5.665
93 H 4.891 -9.930 -2.321
94 H 3.827 -10.666 -3.473
95 H 7.518 -13.299 -4.240
96 F -0.805 3.420 -2.392
97 C -1.608 3.712 -3.442
98 F -1.465 5.046 -3.668
99 C -3.066 3.368 -3.166
100 F -3.560 4.099 -2.131
101 F -3.804 3.731 -4.261
102 C -3.340 1.879 -2.909
103 O -3.441 1.490 -1.537
104 C -2.204 1.188 -0.895
105 F -1.211 1.172 -1.815
106 F -2.323 -0.094 -0.453
107 C -1.909 2.119 0.286
108 F -1.821 3.414 -0.111
109 F -0.718 1.812 0.868
110 H -1.234 3.186 -4.325
111 H -4.335 1.671 -3.323
112 H -2.668 1.222 -3.476
113 H -2.692 2.052 1.047
114 F -2.482 3.625 -10.378
115 C -1.706 3.366 -9.299
116 F -1.179 2.129 -9.501
117 C -2.496 3.406 -7.998
118 F -3.463 2.449 -7.975
119 F -1.644 3.096 -6.972
120 C -3.126 4.768 -7.666
121 O -4.508 4.915 -8.003
122 C -4.770 5.322 -9.344
123 F -3.605 5.652 -9.951
124 F -5.480 6.479 -9.245
125 C -5.579 4.283 -10.130
126 F -4.918 3.101 -10.217
127 F -5.801 4.697 -11.406
128 H -0.878 4.080 -9.285
129 H -3.103 4.862 -6.574
130 H -2.522 5.610 -8.025
131 H -6.546 4.095 -9.655

---

The highest F_max belongs to which entry? C40H36BBr2F40IN2O8S

---

What is the HOMO-LUMO gap in the first record? 0.2078 Eh